(1)
DFT (ωB97M-V/def2-TZVPD) results for a 3-piece molecular cluster, C16H29N4O2 overall at a distorted geometry.

The geometry in ORCA input format:
```
! RIJCOSX wB97M-V def2-TZVPD def2/J DEFGRID3
* xyz -1 1
O -0.13566 -2.05738 -0.08105
O -2.80383 0.31470 1.93543
N 0.85073 5.53841 -1.04354
N -1.53245 -2.30315 2.87498
N -0.83948 2.40004 3.21748
N 1.75073 -2.72988 -2.58013
C 0.40717 -2.76045 1.11098
C -3.50100 -0.95684 1.69058
C 2.27735 4.24927 -2.15885
C -1.45292 3.10049 2.00547
C 1.76591 4.52670 -0.91089
C 3.17735 -4.01902 -3.69543
C 1.52373 -1.90030 1.94759
C -3.02035 -2.21140 2.62845
C 0.76634 5.90345 -2.36194
C 2.54505 -3.14733 -4.61391
C -1.52324 2.17428 0.65489
C -1.71826 0.54804 0.96857
C 1.64505 5.12096 -3.07732
C -0.84636 -3.32936 2.00182
C 1.66634 -2.36484 -3.89852
C 2.66591 -3.74160 -2.44748
H -1.56610 1.91718 3.79451
H 0.97734 -3.71488 0.67681
H -3.50677 -1.30381 0.56287
H -0.46104 2.25024 0.11973
H 2.05834 -2.49862 2.80929
H -3.55604 -2.09041 3.67592
H -1.05427 -1.37645 2.87536
H -3.48831 -3.19156 2.13482
H -2.36539 2.48881 -0.10384
H 1.81169 5.17159 -4.14550
H -0.72683 4.01863 1.77553
H -1.97388 0.10045 -0.10130
H 2.87527 -4.17546 -1.47882
H 1.97527 4.09284 0.05777
H -4.64716 -0.76073 1.96100
H -1.59964 -3.84353 1.24232
H 3.02478 3.49941 -2.38367
H 3.92478 -4.76888 -3.92025
H 0.99122 -1.58056 -4.21369
H 0.09122 6.68773 -2.67710
H 1.03220 -0.88842 2.32806
H 2.71169 -3.09670 -5.68208
H 2.35575 -1.55522 1.16387
H -0.48040 -4.21073 2.71879
H 0.32009 5.95041 -0.28703
H -1.01713 -2.46895 -0.36749
H -0.07662 1.75839 2.90872
H -2.51823 3.55237 2.21183
H 1.22009 -2.31788 -1.82362
*
```

The LUMO energy comes out at 2.989 eV. The largest force on an atom comes out at 3.01 eV Å⁻¹. The calculation puts the HOMO-LUMO gap at 4.15 eV. The value obtained for the total energy is -996.3190 Ha. The HOMO energy is -1.16 eV.

Atomic partial charges in e from the natural (NBO) method, atoms 1 to 5:
1. O -0.749
2. O -0.639
3. N -0.503
4. N -0.698
5. N -0.894

---

(2)
DFT (ωB97M-V/def2-TZVPD) results for a 2-piece molecular cluster, C4H11N3O2 overall at a distorted geometry.

The geometry in ORCA input format:
```
! RIJCOSX wB97M-V def2-TZVPD def2/J DEFGRID3
* xyz 0 1
O 1.06391 1.34885 3.53167
O 1.40761 0.64475 1.60437
N 0.19546 -1.77824 -1.51252
N -0.54934 0.16824 -0.64274
N -1.72689 -0.97600 -2.46823
C 0.71836 1.59470 2.40940
C 1.14680 -2.11857 -0.44375
C -0.27665 2.74459 2.00971
C -0.73048 -0.75510 -1.53112
H -1.27307 2.22524 2.18459
H 1.86284 -1.26804 -0.28422
H -0.41436 3.18156 0.97105
H 0.90880 0.20923 0.85314
H -1.78401 -1.79997 -3.03158
H 0.15840 3.57619 2.57692
H 1.80672 -2.88097 -0.88987
H -2.34704 -0.25794 -2.82035
H -1.25961 0.91891 -0.65776
H 0.36653 -2.36125 -2.33724
H 0.72603 -2.41618 0.47854
*
```

The LUMO energy comes out at 0.532 eV. As for the energy relative to the best compared isomer or geometry (same formula, charge and spin): 2.108 eV. The largest force on an atom comes out at 3.58 eV Å⁻¹. The calculation puts the HOMO-LUMO gap at 9.63 eV. The value obtained for the total energy is -473.7253 Ha. The structure (SMILES) is [H]/N=C(\N)NC.CC(=O)O. The HOMO energy is -9.10 eV.

Atomic partial charges in e from the natural (NBO) method, atoms 1 to 5:
1. O -0.559
2. O -0.761
3. N -0.630
4. N -0.834
5. N -0.839